# 1
Density functional theory data (ωB97M-V with the def2-TZVPD basis set) for C30H30MoN7O10P as an isolated structure.

**<S²>**: 2.051
**2S+1**: 3
**E_LUMO (alpha / beta)**: -1.2 / -1.5 eV
**Largest force on an atom**: 0.6 eV/Å
**Energy above the lowest of the compared OMol25 structures with the same formula, charge and spin**: 0.000 eV
**Energy**: -73646.15477 eV

```
79
C30H30MoN7O10P, DFT ωB97M-V with the def2-TZVPD basis set
Mo -0.2752 0.3371 0.3020
C -3.8463 -3.6547 1.7644
C -4.0211 -2.9228 0.5978
C -3.4160 -1.6857 0.4406
C -2.6068 -1.1806 1.4557
C -2.4594 -1.9002 2.6407
C -3.0744 -3.1357 2.7921
N -1.9729 0.0959 1.2993
C -2.8171 1.1966 1.4272
C -3.9598 1.2395 2.2278
C -4.7152 2.3971 2.2606
C -4.3603 3.5093 1.4937
C -3.2480 3.4740 0.6786
C -2.4740 2.3121 0.6550
N -1.3624 2.1015 -0.1200
N -1.0320 2.9818 -1.0239
C -0.0054 2.5454 -1.7747
C 0.4735 3.3229 -2.8507
C 1.4566 2.8139 -3.6529
C 1.9849 1.5407 -3.3814
C 1.5077 0.8517 -2.2959
N 0.5412 1.3356 -1.4967
H -4.3225 -4.6198 1.8773
H -4.6374 -3.3128 -0.2018
H -3.5640 -1.1131 -0.4649
H -1.8951 -1.4735 3.4618
H -2.9560 -3.6853 3.7171
H -4.2467 0.3735 2.8093
H -5.5959 2.4380 2.8881
H -4.9653 4.4052 1.5359
H -2.9599 4.3139 0.0634
H 0.0238 4.2901 -3.0192
H 1.8217 3.3884 -4.4942
H 2.7519 1.1014 -4.0027
H 1.9098 -0.1088 -2.0131
N 0.4529 -0.9798 1.9674
C 0.7730 -0.5218 3.3337
C 0.0117 0.7365 3.7376
C 0.5239 1.8851 2.8979
O 1.1108 2.8337 3.3795
O 0.3528 1.7577 1.6068
H -0.2427 -1.7205 1.9955
H 1.2746 -1.3860 1.5245
H 1.8433 -0.3176 3.3672
H 0.5819 -1.3321 4.0401
H 0.1961 0.9560 4.7871
H -1.0599 0.6133 3.5819
O -2.7896 -1.1517 -2.8667
C -1.7688 -1.0115 -2.2172
O -1.6347 -0.1086 -1.2947
C -0.5905 -1.8980 -2.5024
C -0.5193 -2.5864 -3.6976
C 0.5835 -3.3827 -3.9658
C 1.6237 -3.5292 -3.0667
C 1.5168 -2.8776 -1.8570
C 0.4215 -2.0417 -1.5413
O 0.4130 -1.4111 -0.4063
N 2.6219 -3.0086 -0.9099
O 2.3666 -3.0977 0.2758
O 3.7483 -3.0233 -1.3721
N 0.6681 -4.0851 -5.2495
O -0.2642 -3.9706 -6.0184
O 1.6335 -4.8024 -5.4362
H -1.3254 -2.4886 -4.4103
H 2.4853 -4.1347 -3.3010
C 4.0054 1.3804 2.2058
P 3.3480 1.2655 0.5346
C 2.9631 2.9498 0.0395
C 4.7186 0.7226 -0.5009
O 2.2064 0.2799 0.4346
H 4.9205 1.9744 2.2115
H 4.2318 0.3800 2.5764
H 3.2715 1.8647 2.8514
H 3.8285 3.5890 0.2211
H 2.1188 3.3059 0.6292
H 2.7150 2.9823 -1.0215
H 5.5676 1.4012 -0.4108
H 4.3919 0.6992 -1.5409
H 5.0225 -0.2826 -0.2077
```

Mulliken atomic charge list, values in e, 4 entries:
1 Mo -1.632
2 C -0.615
3 C -0.961
4 C -0.400

# 2
Density functional theory data (ωB97M-V with the def2-TZVPD basis set) for C30H30N2O7P4PdS as an isolated structure in a non-equilibrium geometry.

**2S+1**: 1
**E_LUMO (alpha / beta)**: -0.3 / -0.3 eV
**Largest force on an atom**: 2.2 eV/Å
**Energy**: -100389.14703 eV

```
75
C30H30N2O7P4PdS, DFT ωB97M-V with the def2-TZVPD basis set
Pd 1.3448 -0.0666 -0.6130
O 4.9448 -1.8238 1.1381
P 3.6631 -0.9546 0.7999
O 3.8683 0.4612 1.1911
O 3.1364 -1.2943 -0.5830
O 2.5514 -1.5573 1.8474
P 2.0399 -3.0403 1.6768
O 1.1657 -3.2452 2.9940
O 3.1276 -4.0085 1.4895
O 0.9709 -3.0228 0.5301
H 4.7254 -2.7711 1.1384
H 1.7152 -3.3879 3.7715
C -2.3126 -0.5581 1.4732
N -1.3521 -0.5894 0.3363
P -0.5884 0.8824 -0.0771
C -1.8897 1.9435 -0.7951
C -2.7885 2.6172 0.0335
C -3.8851 3.2745 -0.5049
C -4.0875 3.2859 -1.8765
C -3.1819 2.6509 -2.7135
C -2.0931 1.9825 -2.1757
C -0.1049 1.7914 1.4182
C 0.3636 1.0768 2.5189
C 0.9603 1.7316 3.5838
C 1.1218 3.1100 3.5497
C 0.6793 3.8285 2.4474
C 0.0696 3.1740 1.3847
P -0.2711 -1.8721 0.0144
C -1.5588 -3.1231 0.5394
C -1.3778 -4.1474 1.4599
C -2.3965 -5.0659 1.7093
C -3.6008 -4.9774 1.0381
C -3.7892 -3.9621 0.1073
C -2.7829 -3.0468 -0.1352
C -0.2756 -2.3071 -1.7684
C 0.2001 -3.5662 -2.1355
C 0.1942 -3.9590 -3.4655
C -0.3010 -3.1123 -4.4476
C -0.7925 -1.8674 -4.0838
C -0.7722 -1.4761 -2.7541
H -2.5448 0.4799 1.7070
H -1.8820 -1.0068 2.3687
H -3.2468 -1.0722 1.2633
H -2.6341 2.6353 1.1043
H -4.5812 3.7793 0.1519
H -4.9429 3.7999 -2.2950
H -3.3193 2.6750 -3.7862
H -1.3848 1.5201 -2.8451
H 0.2857 -0.0040 2.5370
H 1.3195 1.1595 4.4286
H 1.6009 3.6213 4.3739
H 0.8185 4.9012 2.4062
H -0.2615 3.7491 0.5286
H -0.4515 -4.2487 1.9944
H -2.2344 -5.8562 2.4311
H -4.3877 -5.6962 1.2265
H -4.7239 -3.8841 -0.4337
H -2.9406 -2.2653 -0.8695
H 0.5875 -4.2426 -1.3863
H 0.5802 -4.9342 -3.7322
H -0.3033 -3.4193 -5.4851
H -1.1839 -1.1921 -4.8342
H -1.1582 -0.5069 -2.4884
S 1.9953 1.6522 -2.2426
C 2.7526 2.9197 -1.3835
N 3.2510 2.7548 -0.1441
C 3.8711 3.7229 0.5657
C 4.0243 4.9743 0.0544
C 3.5123 5.2131 -1.2354
C 2.8933 4.2176 -1.9350
H 3.2065 1.8172 0.3321
H 4.2185 3.4076 1.5395
H 4.5256 5.7401 0.6253
H 3.6044 6.1962 -1.6793
H 2.4938 4.3848 -2.9245
```

Mulliken atomic charge list, values in e, 4 entries:
1 Pd -0.507
2 O -0.588
3 P 0.702
4 O -0.928